# 1
Molecular formula: C15H22INO6
Method: DFT, ωB97M-V/def2-TZVPD

Last columns: bonded neighbours and bond lengths (Å).
Geometry (Å):
1 N 0.89164 -3.56398 1.93834  C2 1.395, H14 1.011, H15 1.010
2 C 1.06331 -3.20932 0.59988  N1 1.395, O3 1.214, C4 1.508
3 O 0.18741 -2.65531 -0.03163  C2 1.214
4 C 2.36384 -3.61860 -0.04562  C2 1.508, C5 1.525, H16 1.083, H17 1.080
5 C 2.83178 -2.61178 -1.09178  C4 1.525, C6 1.479, H18 1.083, H19 1.079
6 C 3.77773 -1.59838 -0.57589  C5 1.479, C7 1.326, C12 1.492
7 C 3.60198 -0.49655 0.14035  C6 1.326, I8 2.077, C9 1.479
8 I 1.84189 0.31757 0.88300  C7 2.077
9 C 4.90659 0.16992 0.34421  C7 1.479, O10 1.199, O11 1.391
10 O 5.19658 1.14036 0.98508  C9 1.199
11 O 5.85284 -0.56916 -0.35769  C9 1.391, C12 1.362
12 C 5.23922 -1.67517 -0.86359  C6 1.492, O11 1.362, O13 1.201
13 O 5.81267 -2.56557 -1.42909  C12 1.201
14 H 0.40174 -2.81613 2.41114  N1 1.011
15 H 1.78991 -3.71385 2.37507  N1 1.010
16 H 2.13419 -4.54223 -0.56330  C4 1.083
17 H 3.12476 -3.86504 0.68070  C4 1.080
18 H 1.95823 -2.09895 -1.47484  C5 1.083
19 H 3.32575 -3.13930 -1.89260  C5 1.079
20 C -4.09320 -0.30153 -0.34289  C21 1.526, C24 1.523, H25 1.089, H26 1.093
21 C -3.52829 -1.65728 -0.75722  C20 1.526, C22 1.521, H27 1.093, H28 1.089
22 C -3.02925 -2.20211 0.57215  C21 1.521, O23 1.435, H29 1.090, H30 1.090
23 O -3.89475 -1.65985 1.58072  C22 1.435, C24 1.428
24 C -4.69735 -0.62161 1.01797  C20 1.523, O23 1.428, H31 1.096, H32 1.091
25 H -4.82254 0.10396 -1.04291  C20 1.089
26 H -3.28313 0.42455 -0.23446  C20 1.093
27 H -4.32743 -2.29011 -1.15091  C21 1.093
28 H -2.74086 -1.59714 -1.50668  C21 1.089
29 H -2.00932 -1.87335 0.77359  C22 1.090
30 H -3.05632 -3.29095 0.62305  C22 1.090
31 H -5.72522 -0.98853 0.91840  C24 1.096
32 H -4.70065 0.23463 1.69383  C24 1.091
33 C -0.43377 5.44106 -0.29212  C34 1.526, C37 1.522, H38 1.089, H39 1.092
34 C -1.33111 4.41993 -0.98528  C33 1.526, C35 1.522, H40 1.092, H41 1.089
35 C -0.48612 3.15720 -0.89790  C34 1.522, O36 1.431, H42 1.095, H43 1.091
36 O 0.28189 3.26861 0.30477  C35 1.431, C37 1.431
37 C 0.19065 4.60307 0.81419  C33 1.522, O36 1.431, H44 1.095, H45 1.090
38 H -0.96859 6.30935 0.08874  C33 1.089
39 H 0.33775 5.79079 -0.98156  C33 1.092
40 H -2.25863 4.29298 -0.42228  C34 1.092
41 H -1.58869 4.68406 -2.00947  C34 1.089
42 H 0.20423 3.08022 -1.74474  C35 1.095
43 H -1.08564 2.24651 -0.85745  C35 1.091
44 H -0.44145 4.59140 1.70852  C37 1.095
45 H 1.18572 4.94558 1.09820  C37 1.090

Values from the calculation:
Energy relative to the best compared isomer or geometry (same formula, charge and spin), kJ/mol: 0.0
Orbital gap, eV: 8.24
Net charge: 0
SMILES: NC(=O)CCC1=C(I)C(=O)OC1=O.C1CCOC1.C1CCOC1
F_max, eV/Å: 1.35
Molecular weight, u: 439.25



# 2
Molecular formula: C19H31NO
Method: DFT, ωB97M-V/def2-TZVPD

Last columns: bonded neighbours and bond lengths (Å).
Geometry (Å):
1 C -0.35419 -1.58074 2.70266  C2 1.499, H50 1.090, H51 1.088, H52 1.087
2 C 0.24620 -1.45658 1.33529  C1 1.499, C3 1.386, C7 1.400
3 C 1.43232 -0.76545 1.14180  C2 1.386, C4 1.389, H49 1.078
4 C 2.03431 -0.64917 -0.10500  C3 1.389, C5 1.390, C36 1.521
5 C 1.40975 -1.28670 -1.17115  C4 1.390, C6 1.381, H35 1.079
6 C 0.22442 -1.97692 -1.00876  C5 1.381, C7 1.390, H34 1.080
7 C -0.38542 -2.05431 0.23802  C2 1.400, C6 1.390, O8 1.371
8 O -1.55463 -2.72257 0.49481  C7 1.371, C9 1.413
9 C -2.57038 -2.79104 -0.48572  O8 1.413, C10 1.535, H32 1.095, H33 1.094
10 C -3.38539 -1.49314 -0.57095  C9 1.535, H11 1.092, C12 1.530, H31 1.091
11 H -4.35345 -1.71951 -1.02322  C10 1.092
12 C -2.68955 -0.39811 -1.38195  C10 1.530, H13 1.092, C14 1.546, H30 1.090
13 H -2.73567 -0.66221 -2.44066  C12 1.092
14 C -3.29865 1.00575 -1.16414  C12 1.546, N15 1.443, H28 1.094, H29 1.093
15 N -2.55448 1.88157 -0.29102  C14 1.443, C16 1.452, C23 1.461
16 C -2.37228 1.44139 1.08014  N15 1.452, C17 1.522, H26 1.100, H27 1.093
17 C -1.31724 2.40472 1.60581  C16 1.522, H18 1.090, H19 1.088, C20 1.527
18 H -1.76330 3.38368 1.78056  C17 1.090
19 H -0.84738 2.05528 2.52310  C17 1.088
20 C -0.34787 2.46489 0.42685  C17 1.527, H21 1.091, H22 1.089, C23 1.534
21 H 0.32681 1.60788 0.46600  C20 1.091
22 H 0.24591 3.37748 0.41604  C20 1.089
23 C -1.26747 2.35304 -0.79600  N15 1.461, C20 1.534, H24 1.097, H25 1.097
24 H -0.83571 1.68053 -1.54821  C23 1.097
25 H -1.42425 3.32874 -1.27119  C23 1.097
26 H -1.99064 0.41251 1.15512  C16 1.100
27 H -3.32318 1.50740 1.61500  C16 1.093
28 H -4.30635 0.90906 -0.74845  C14 1.094
29 H -3.38564 1.52326 -2.12321  C14 1.093
30 H -1.63632 -0.35367 -1.10299  C12 1.090
31 H -3.56818 -1.14697 0.44791  C10 1.091
32 H -2.17416 -3.06015 -1.47061  C9 1.095
33 H -3.21495 -3.60561 -0.14195  C9 1.094
34 H -0.22362 -2.45231 -1.86855  C6 1.080
35 H 1.84466 -1.25150 -2.15850  C5 1.079
36 C 3.32772 0.11673 -0.33620  C4 1.521, C37 1.535, C41 1.531, C45 1.536
37 C 4.40860 -0.87117 -0.79742  C36 1.535, H38 1.088, H39 1.087, H40 1.088
38 H 4.56598 -1.63636 -0.04009  C37 1.088
39 H 4.12238 -1.36307 -1.72310  C37 1.087
40 H 5.34898 -0.34957 -0.96330  C37 1.088
41 C 3.82850 0.82341 0.92635  C36 1.531, H42 1.088, H43 1.087, H44 1.088
42 H 3.09158 1.53384 1.29448  C41 1.088
43 H 4.05858 0.10735 1.71169  C41 1.087
44 H 4.73982 1.37223 0.69708  C41 1.088
45 C 3.10503 1.18222 -1.41924  C36 1.536, H46 1.086, H47 1.088, H48 1.088
46 H 2.81620 0.73367 -2.36550  C45 1.086
47 H 4.02036 1.74832 -1.57916  C45 1.088
48 H 2.32127 1.87315 -1.11569  C45 1.088
49 H 1.88080 -0.30500 2.00783  C3 1.078
50 H -0.08231 -2.54141 3.14023  C1 1.090
51 H -1.43988 -1.54547 2.64740  C1 1.088
52 H 0.00234 -0.78936 3.35773  C1 1.087

Values from the calculation:
Energy relative to the best compared isomer or geometry (same formula, charge and spin), kJ/mol: 5.2
Orbital gap, eV: 8.79
Net charge: 0
SMILES: Cc1cc(C(C)(C)C)ccc1OCCCCN1CCCC1
F_max, eV/Å: 0.67
Molecular weight, u: 289.46



# 3
Molecular formula: C3H12O2S
Method: DFT, ωB97M-V/def2-TZVPD

Last columns: bonded neighbours and bond lengths (Å).
Geometry (Å):
1 C 0.00019 0.02571 1.55462  C2 1.578, H5 1.085, H6 1.074, H7 1.052
2 C 0.66879 -0.87783 0.44730  C1 1.578, S3 1.893, H8 1.101, H9 1.106
3 S 1.75583 0.12128 -0.73664  C2 1.893, C4 1.796
4 C 1.91946 1.86095 -0.32059  S3 1.796, H10 1.085, H11 1.158, H12 1.112
5 H -0.76945 -0.53788 2.07217  C1 1.085
6 H 0.68063 0.48019 2.25035  C1 1.074
7 H -0.36168 0.85335 1.01521  C1 1.052
8 H 1.18399 -1.71409 0.94456  C2 1.101
9 H -0.09159 -1.25796 -0.26062  C2 1.106
10 H 2.27950 2.12931 0.66710  C4 1.085
11 H 1.04426 2.61944 -0.34847  C4 1.158
12 H 2.66011 2.35416 -0.98729  C4 1.112
13 H -1.69271 -0.38546 -2.35919  O15 0.988
14 H -0.78881 0.42692 -1.50248  O15 0.986
15 O -1.74557 0.19696 -1.56288  H13 0.988, H14 0.986
16 H -2.91124 -2.52300 -0.23745  O18 0.991
17 H -1.88849 -1.42828 -0.51074  O18 0.995
18 O -1.94321 -2.34377 -0.12498  H16 0.991, H17 0.995

Values from the calculation:
Energy relative to the best compared isomer or geometry (same formula, charge and spin), kJ/mol: 98.5
Orbital gap, eV: 9.40
Net charge: 0
SMILES: CCSC.O.O
F_max, eV/Å: 3.03
Molecular weight, u: 112.19



# 4
Molecular formula: C4H3N2O2S
Method: DFT, ωB97M-V/def2-TZVPD

Last columns: bonded neighbours and bond lengths (Å).
Geometry (Å):
1 C 0.03846 1.50889 0.42478  C2 1.414, C3 1.322, H10 1.087
2 C 0.00132 0.14809 0.04226  C1 1.414, N5 1.339, H11 1.080
3 C -0.74501 2.18801 1.24506  C1 1.322, S9 1.571
4 C -1.88281 -0.71263 1.32323  N5 1.339, N6 1.388
5 N -0.87358 -0.78140 0.44608  C2 1.339, C4 1.339, H12 1.037
6 N -2.48251 -1.96206 1.39049  C4 1.388, O7 1.247, O8 1.270
7 O -3.41877 -2.11478 2.19930  N6 1.247
8 O -2.10469 -2.92598 0.65573  N6 1.270
9 S -1.62733 3.12018 2.15157  C3 1.571
10 H 0.84814 2.07894 -0.02325  C1 1.087
11 H 0.76718 -0.20390 -0.63288  C2 1.080
12 H -0.75750 -1.72100 0.02175  N5 1.037

Values from the calculation:
Energy relative to the best compared isomer or geometry (same formula, charge and spin), kJ/mol: 650.5
Orbital gap (spin up / spin down), eV: 5.87 / 5.88
Net charge: -1
F_max, eV/Å: 1.49
Molecular weight, u: 143.15